1.
Entry from the Open Molecules 2025 dataset: a cluster of 6 separate species, C10H30IO8 in total at a distorted geometry (the ωB97M-V functional and the def2-TZVPD basis).

Structure (XYZ):
```
49
Properties=species:S:1:pos:R:3:forces:R:3
I 0.1735 -2.5617 0.4919 -0.01 0.00 -0.01
C -5.1004 -5.5645 4.1553 -1.66 -2.07 0.90
C -5.6962 -4.4432 3.4079 1.58 1.84 -0.75
O -4.7859 -3.3865 3.6301 -0.16 2.14 0.27
H -4.0841 -5.9136 3.9724 -0.08 0.46 -0.67
H -5.7912 -6.3959 4.0150 0.20 -0.69 0.17
H -5.1507 -5.3248 5.2174 0.07 0.10 0.04
H -6.6486 -4.0554 3.7694 -0.02 -0.43 0.57
H -5.8686 -4.5035 2.3333 0.23 -0.88 -0.24
H -3.8906 -3.5256 3.3127 -0.13 -0.45 -0.32
C 8.2022 -0.7165 0.8901 0.06 0.43 -0.04
C 7.4398 -1.5616 -0.1328 -1.50 -0.50 -0.36
O 6.3168 -0.9804 -0.8625 0.87 0.45 0.58
H 7.6574 0.0450 1.4482 -0.62 0.11 -0.60
H 9.0521 -0.2151 0.4270 0.08 -0.03 0.14
H 8.5300 -1.3354 1.7254 0.44 -0.39 -0.33
H 7.0653 -2.4377 0.3965 -0.03 -0.14 -0.04
H 8.0492 -1.9347 -0.9559 0.60 0.10 0.39
H 5.4834 -1.3688 -0.5863 0.07 -0.02 0.26
C -6.0236 -1.2331 -2.5747 1.25 -1.14 0.41
C -7.5131 -1.4493 -2.3142 0.40 1.58 -0.27
O -8.1377 -0.1485 -2.2259 -0.21 -0.82 -0.28
O -5.3170 -0.3152 -1.7583 -1.14 0.60 0.44
H -5.8237 -0.9888 -3.6180 -0.49 0.19 -0.22
H -5.5622 -2.2074 -2.4137 0.00 -0.42 -0.18
H -7.8104 -2.0546 -1.4578 0.55 0.06 0.31
H -7.8700 -1.9712 -3.2022 -0.06 -0.14 -0.14
H -9.0031 -0.2949 -2.6149 -0.21 0.43 0.11
H -4.3816 -0.5213 -1.6938 -0.07 -0.35 -0.14
C 3.2466 4.8579 4.7275 -1.76 -0.09 -0.55
C 3.1310 3.3362 4.3700 0.51 1.19 0.86
O 2.8607 3.1250 2.9938 0.28 0.61 0.60
O 4.0312 5.5269 3.7875 0.72 0.41 -0.25
H 3.5799 5.0900 5.7390 0.40 -0.80 0.30
H 2.2921 5.3840 4.7138 -0.38 -0.28 -0.39
H 2.4496 2.8283 5.0525 -0.30 0.05 -0.13
H 4.1315 3.0498 4.6941 0.37 -0.97 -0.58
H 2.3730 2.3143 2.8306 0.00 -0.11 0.32
H 4.9510 5.3797 4.0196 0.15 -0.02 -0.21
C 0.7445 2.1323 -5.2711 0.39 1.21 1.31
C 1.7053 2.8471 -6.2628 -0.04 -0.93 0.32
O 2.0579 4.1323 -5.7870 0.08 0.16 0.35
O 1.2602 2.2439 -3.8866 -0.44 0.30 -1.67
H 0.4773 1.0877 -5.4308 0.40 0.08 -0.68
H -0.1706 2.7190 -5.3511 -0.26 -0.06 0.50
H 1.2596 3.0598 -7.2345 -0.48 -0.93 -0.14
H 2.5830 2.2151 -6.3984 0.31 0.07 -0.07
H 2.1487 4.6661 -6.5797 0.11 0.22 0.25
H 1.3761 1.3693 -3.5081 -0.07 -0.12 -0.14
```
Positions in Å, forces in eV/Å.

Results
Maximum force   2.8 eV/Å
Multiplicity   1
LUMO level   2.410 eV
Energy above the lowest of the compared OMol25 structures with the same formula, charge and spin   31.0 kcal per mole
Charge   -1
E_HOMO   -0.133 Ha


2.
Entry from the Open Molecules 2025 dataset: a cluster of 10 separate species, C10H30N10O20 in total at a distorted geometry (the ωB97M-V functional and the def2-TZVPD basis).

Structure (XYZ):
```
70
Properties=species:S:1:pos:R:3:forces:R:3
C 0.7660 -4.2567 1.2981 -0.62 1.24 0.37
N 1.1908 -5.6257 1.1395 1.42 -1.84 -0.08
O 1.5347 -5.9841 0.0418 -0.30 0.17 -1.06
O 1.3388 -6.3419 2.1157 -0.71 0.58 0.60
H -0.1648 -4.2176 1.8638 0.16 -0.12 0.09
H 0.6315 -3.7844 0.3249 0.17 -0.17 0.08
H 1.5599 -3.7859 1.8779 -0.16 0.17 -0.04
C 3.7984 2.2528 -1.3468 -0.27 0.28 0.79
N 4.9702 1.4213 -1.7422 2.01 0.69 -2.36
O 4.9957 0.2347 -1.4698 -0.47 0.96 0.23
O 5.8830 1.9909 -2.3925 -1.86 -0.88 1.47
H 3.8976 2.3089 -0.2628 -0.48 -0.25 0.04
H 2.8630 1.7936 -1.6665 0.28 -0.42 0.25
H 3.7947 3.2834 -1.7017 0.73 -0.35 -0.46
C -6.3334 -0.1014 -0.6541 -0.55 -0.01 -1.01
N -4.9210 -0.5543 -0.5464 1.27 1.36 1.74
O -4.6925 -1.4474 0.2533 -0.32 -0.25 -0.53
O -4.0314 0.1041 -1.0780 -1.07 -0.67 -0.24
H -6.7932 -0.8257 -1.3265 -0.17 0.14 -0.02
H -6.3705 0.8998 -1.0835 0.27 -0.23 -0.02
H -6.8742 -0.1164 0.2921 0.63 -0.24 0.10
C 3.7749 -2.3726 -0.3079 0.89 0.09 -0.27
N 4.8000 -3.4078 0.0886 -0.36 0.96 2.26
O 5.7440 -3.0384 0.7786 -0.04 0.46 -0.65
O 4.5572 -4.5556 -0.1094 -0.42 -1.48 -1.04
H 2.7537 -2.7117 -0.1337 0.42 -0.29 0.01
H 3.9523 -2.2363 -1.3746 -0.28 0.30 0.11
H 4.0304 -1.4847 0.2705 -0.12 -0.10 -0.41
C -3.5106 -4.3541 -0.2597 0.18 -0.20 -0.90
N -2.4997 -4.1293 -1.3436 -0.21 -1.33 -1.56
O -2.3325 -5.0110 -2.1949 -0.40 0.70 1.42
O -1.9735 -3.0538 -1.3986 0.52 1.02 0.30
H -4.4527 -4.3097 -0.8062 -0.09 -0.03 0.23
H -3.4372 -3.5130 0.4298 0.07 -0.53 0.11
H -3.3495 -5.3797 0.0723 -0.07 0.33 0.42
C 0.4853 5.0828 1.2992 -0.07 1.12 -1.58
N 0.7274 3.6667 1.0836 -1.29 -2.22 1.62
O -0.0412 3.0315 0.3280 2.07 1.08 1.10
O 1.5438 3.1744 1.8705 -0.69 -0.01 -1.61
H 0.3333 5.3396 2.3475 0.07 -0.44 -0.17
H -0.3518 5.3246 0.6442 0.03 0.30 0.31
H 1.3798 5.5606 0.8996 -0.07 0.30 0.21
C -0.7640 3.3694 -2.8581 0.60 -0.38 0.05
N -0.2866 4.7317 -2.3929 0.19 0.01 1.43
O 0.9123 4.8929 -2.0308 -2.89 -0.30 -1.10
O -1.1956 5.5531 -2.2780 1.70 -0.51 -0.19
H -1.5912 3.0114 -2.2452 0.01 0.64 0.24
H 0.0388 2.6427 -2.7331 0.10 0.28 -0.36
H -1.1415 3.4514 -3.8774 0.35 0.14 0.06
C 2.9375 0.5223 3.1380 0.14 -0.05 -0.50
N 2.1184 -0.1253 2.0487 -1.23 0.21 -1.90
O 2.3057 0.2941 0.8797 0.10 -0.99 2.54
O 1.1674 -0.8575 2.3379 1.54 0.67 0.04
H 2.3974 1.4684 3.1743 0.48 0.14 0.48
H 3.9661 0.6344 2.7954 -0.30 0.21 -0.36
H 2.9901 -0.0086 4.0885 -0.75 -0.23 -0.34
C -0.5658 -0.4209 -0.5342 -0.12 0.65 0.37
N 0.4714 -0.7801 -1.5778 1.24 -1.81 -0.47
O 0.8126 0.0301 -2.4628 -0.98 -1.43 2.05
O 0.9527 -1.9483 -1.4713 -1.22 3.28 -0.43
H -0.5642 -1.1352 0.2891 0.29 -0.19 -0.53
H -1.5758 -0.3276 -0.9333 0.23 -0.43 -0.61
H -0.3543 0.5571 -0.1018 0.61 0.01 -0.34
C -2.5496 1.9686 1.5641 -0.34 0.59 0.16
N -3.9148 2.5880 1.5079 -1.49 -1.26 -0.38
O -4.3171 2.7199 0.3532 -0.46 0.63 1.32
O -4.5734 2.7603 2.5564 1.62 -0.05 -2.29
H -2.6792 0.9442 1.9132 0.16 0.36 0.78
H -2.0409 2.7193 2.1688 0.64 -0.90 0.30
H -2.1334 1.8740 0.5611 -0.33 0.55 0.16
```
Positions in Å, forces in eV/Å.

Results
Structure (SMILES)   C[N+](=O)[O-].C[N+](=O)[O-].C[N+](=O)[O-].C[N+](=O)[O-].C[N+](=O)[O-].C[N+](=O)[O-].C[N+](=O)[O-].C[N+](=O)[O-].C[N+](=O)[O-].C[N+](=O)[O-]
Maximum force   3.5 eV/Å
Multiplicity   1
LUMO level   -1.352 eV
Energy above the lowest of the compared OMol25 structures with the same formula, charge and spin   50.1 kcal per mole
Charge   0
E_HOMO   -0.383 Ha


3.
Entry from the Open Molecules 2025 dataset: a cluster of 5 separate species, C10H30O10 in total at a distorted geometry (the ωB97M-V functional and the def2-TZVPD basis).

Structure (XYZ):
```
50
Properties=species:S:1:pos:R:3:forces:R:3
O 22.4008 31.8641 -25.4784 0.00 0.05 -0.29
C 21.2458 31.1054 -25.7998 -1.34 -0.47 0.25
C 21.3834 29.7328 -25.1038 0.23 1.59 -0.85
O 22.6145 29.1873 -25.5821 -0.09 -0.32 0.69
H 22.1564 32.4998 -24.8015 0.09 0.04 -0.02
H 20.3318 31.6199 -25.4788 0.10 -0.05 0.38
H 21.0655 31.0079 -26.8711 0.81 -0.08 -0.16
H 20.5850 29.0311 -25.3244 -0.05 0.02 -0.04
H 21.3893 30.0115 -24.0470 0.24 -0.73 0.23
H 23.3064 29.7571 -25.2200 0.01 -0.05 -0.18
O 23.5863 26.1195 -34.4375 0.30 0.43 -0.04
C 24.2492 26.9342 -33.4706 -0.13 -0.20 0.68
C 24.0823 26.2498 -32.1399 -1.37 -1.05 1.83
O 24.7914 26.8746 -31.0826 1.19 0.55 -0.30
H 24.2289 25.9721 -35.1353 -0.22 -0.13 -0.14
H 25.3015 27.0725 -33.7191 0.02 0.09 0.05
H 23.7592 27.9005 -33.3262 0.13 0.15 -0.61
H 24.2587 25.1661 -32.1399 0.64 0.15 -0.51
H 23.0237 26.2755 -31.8400 -0.11 0.21 -0.54
H 24.3853 26.7810 -30.2175 -0.57 -0.22 -0.13
O 26.6047 27.3710 -27.2061 0.41 0.14 -0.09
C 27.2791 28.5301 -27.7089 -1.16 0.71 0.32
C 26.2928 29.5629 -28.3154 1.82 -0.34 -0.61
O 26.0819 29.3017 -29.6948 -0.19 0.01 0.42
H 26.8135 26.6796 -27.8397 -0.20 -0.25 0.21
H 27.8031 29.0928 -26.9291 -0.01 -0.65 0.40
H 28.0170 28.2090 -28.4439 -0.03 0.38 -0.20
H 26.8937 30.4735 -28.2246 -0.52 0.35 -0.39
H 25.3439 29.7085 -27.7961 0.10 -0.27 0.38
H 25.7663 28.3912 -29.7341 -0.16 0.09 -0.49
O 22.7124 26.3959 -25.0509 -0.03 0.70 -1.97
C 22.6572 25.6070 -26.2610 0.15 -1.62 1.40
C 23.7834 25.8427 -27.2284 -0.92 1.26 -0.11
O 23.6285 27.1538 -27.8142 0.59 -0.29 0.07
H 22.5976 27.3064 -25.3966 0.20 0.08 0.74
H 22.8337 24.5978 -25.8710 -0.40 -0.18 -0.26
H 21.6637 25.6477 -26.7058 0.02 0.18 -0.18
H 23.6990 25.1808 -28.0886 0.13 -0.44 0.26
H 24.7034 25.6963 -26.6597 0.29 0.25 -0.42
H 24.0683 27.7950 -27.2437 0.02 -0.03 -0.07
O 23.2260 24.3141 -20.3888 0.17 0.46 -0.53
C 23.8567 24.8551 -21.5751 -0.80 0.01 0.89
C 23.2067 26.1573 -22.0393 0.79 -0.30 -0.28
O 21.8999 26.0437 -22.5157 -0.71 -0.11 -0.19
H 23.3650 25.0276 -19.7535 -0.30 -0.34 0.27
H 24.8829 25.0714 -21.2543 0.20 -0.07 -0.75
H 23.7750 24.1055 -22.3622 0.25 -0.07 0.14
H 23.8698 26.5223 -22.8312 0.00 0.33 0.09
H 23.2388 26.8454 -21.1851 -0.11 0.18 -0.11
H 21.8689 26.1448 -23.4940 0.51 -0.14 0.79
```
Positions in Å, forces in eV/Å.

Results
Structure (SMILES)   OCCO.OCCO.OCCO.OCCO.OCCO
Maximum force   2.5 eV/Å
Multiplicity   1
LUMO level   0.389 eV
Energy above the lowest of the compared OMol25 structures with the same formula, charge and spin   26.1 kcal per mole
Charge   0
E_HOMO   -0.342 Ha


Going through the records in order, we get Kohn-Sham gap values of 6.026, 9.064, 9.690 eV.